(1)
Formula: C15H28N2O2
Source: the Open Molecules 2025 dataset
Level of theory: wB97M-V/def2-TZVPD

As for the LUMO energy: 0.705 eV. The value obtained for the gap between HOMO and LUMO is 9.22 eV. Its SMILES is O=C(CCC1CCCC1)NCCCN1CCOCC1.

```
47
Properties=species:S:1:pos:R:3:forces:R:3
O -2.14799 0.45394 -1.23398 -0.218 0.229 -0.333
C -1.90308 -0.19470 -0.23803 -0.025 -0.455 0.359
N -0.66148 -0.26874 0.29554 0.361 -0.075 0.224
H -0.50022 -0.84029 1.10870 -0.174 0.017 -0.072
C 0.48151 0.39017 -0.29199 0.146 -0.078 -0.191
C 1.48064 -0.60894 -0.87361 0.141 0.330 -0.099
C 2.66580 0.12435 -1.52243 -0.209 -0.124 0.161
N 3.68260 -0.70013 -2.13595 0.095 -0.059 -0.049
C 3.24317 -1.46696 -3.28633 0.328 -0.098 -0.110
C 4.48183 -2.03274 -3.98403 -0.351 0.123 -0.170
O 5.23150 -2.84786 -3.11287 -0.018 -0.166 0.000
C 5.62652 -2.12234 -1.97257 -0.025 0.098 0.401
C 4.41512 -1.55915 -1.22592 0.258 -0.086 -0.233
H 4.75173 -0.96979 -0.37065 0.011 -0.027 0.049
H 3.80332 -2.40349 -0.86328 0.040 0.049 0.045
H 6.18254 -2.81964 -1.34337 -0.004 0.083 -0.002
H 6.28234 -1.28995 -2.26881 -0.033 -0.060 0.059
H 4.19919 -2.66522 -4.82719 0.003 0.083 0.008
H 5.10432 -1.19877 -4.34110 -0.070 -0.056 -0.006
H 2.70360 -0.80851 -3.96918 -0.040 -0.023 -0.041
H 2.58578 -2.30658 -3.00231 -0.017 0.051 -0.056
H 2.28359 0.79440 -2.29780 -0.009 0.081 0.060
H 3.16334 0.73745 -0.76419 -0.050 0.086 -0.032
H 1.84291 -1.26533 -0.07846 -0.023 -0.090 -0.004
H 0.97093 -1.22072 -1.61969 -0.043 -0.072 0.038
H 0.97118 1.01434 0.46378 -0.037 0.032 -0.080
H 0.09022 1.03371 -1.08326 0.081 0.016 0.123
C -2.96585 -0.97546 0.51372 -0.246 0.222 -0.181
C -4.00223 -0.03974 1.14696 0.236 -0.179 0.241
C -3.46843 0.74496 2.34521 -0.291 -0.061 -0.184
C -4.60468 1.41172 3.13592 0.225 -0.039 0.202
H -5.05989 0.73170 3.85518 -0.101 -0.053 -0.028
C -3.94143 2.61559 3.79333 -0.147 0.075 -0.107
H -4.66065 3.35035 4.15255 0.005 0.029 0.105
H -3.32786 2.29099 4.63580 0.018 -0.007 0.077
C -3.05693 3.15572 2.67320 0.078 0.014 0.127
H -3.66603 3.73647 1.97948 -0.012 0.066 -0.017
H -2.25955 3.79928 3.04261 -0.006 0.096 -0.051
C -2.51380 1.90125 1.97340 0.114 0.084 0.025
H -1.50126 1.68403 2.31483 0.044 0.012 -0.061
H -2.47406 2.04747 0.89579 0.085 -0.005 -0.072
H -5.37929 1.75250 2.44675 -0.092 0.009 -0.063
H -2.94798 0.04730 3.01074 -0.011 -0.015 0.012
H -4.35858 0.65331 0.38287 -0.084 0.023 -0.021
H -4.85114 -0.64326 1.47880 -0.040 0.008 -0.065
H -2.51824 -1.61301 1.27820 -0.008 -0.053 0.015
H -3.47299 -1.60968 -0.21638 0.119 -0.035 -0.003
```
Positions in Å, forces in eV/Å.

---

(2)
Formula: C15H28N3O11
Source: the Open Molecules 2025 dataset
Level of theory: wB97M-V/def2-TZVPD

As for the LUMO energy: -4.754 eV. The net charge is +1. The value obtained for the gap between HOMO and LUMO is 7.29 eV.

```
57
Properties=species:S:1:pos:R:3:forces:R:3
O -0.13381 0.90497 -2.93602 0.226 0.135 0.008
N 0.05879 -0.11355 -2.50521 -0.692 0.307 0.349
O 0.69692 -1.11986 -3.57364 0.655 -0.208 -0.278
C 1.56864 -0.54406 -4.37707 -0.052 -0.150 0.203
C 2.85139 -0.14958 -4.15564 -0.046 -0.007 0.226
N 3.28609 0.40407 -5.33652 0.431 0.141 -0.080
C 2.33564 0.34827 -6.24915 -0.390 -0.048 -0.458
N 1.27825 -0.22465 -5.69238 -0.273 0.056 0.112
H 3.44746 -0.23565 -3.26208 0.057 0.061 -0.147
H 4.20174 0.79388 -5.50868 0.020 -0.025 0.068
H 2.37281 0.69105 -7.27030 0.197 0.040 0.072
H 0.38306 -0.39649 -6.13032 0.062 -0.009 -0.099
C 0.04149 -0.85247 0.63205 -0.068 0.061 0.191
C 1.51269 -0.53320 0.46300 -0.200 -0.200 -0.156
O 2.01100 0.24444 1.55469 0.088 0.068 -0.079
C 2.25235 -0.44837 2.67907 -0.035 0.064 -0.008
O 2.11364 -1.63350 2.81175 0.021 -0.050 -0.010
O 2.66244 0.41100 3.60236 0.111 -0.222 0.031
C 2.88397 -0.16769 4.90038 0.067 0.053 0.108
H -0.52908 0.06478 0.78929 0.005 0.023 -0.078
H -0.35028 -1.36323 -0.24567 0.014 -0.053 0.000
H -0.12207 -1.49352 1.49563 0.075 -0.052 -0.013
H 1.67064 0.08975 -0.41962 0.077 0.124 0.094
H 2.10891 -1.43851 0.34381 -0.004 -0.025 0.131
H 3.55698 -1.01787 4.83200 -0.032 -0.040 -0.036
H 1.93665 -0.47091 5.34064 -0.007 -0.057 -0.034
H 3.33457 0.61627 5.50037 -0.014 0.047 -0.039
C -5.92403 -3.88066 -4.23543 0.170 0.164 -0.058
C -5.11628 -5.15636 -4.30579 -0.295 -0.118 0.109
O -3.83247 -4.94920 -4.93133 -0.002 -0.016 -0.041
C -2.91172 -4.37894 -4.17267 0.013 0.003 -0.022
O -3.02699 -4.03393 -3.02510 -0.010 0.037 0.030
O -1.79567 -4.23608 -4.90332 0.082 -0.042 -0.043
C -0.73638 -3.58208 -4.20589 -0.127 -0.200 -0.069
H -6.02280 -3.43782 -5.22709 -0.073 -0.054 -0.020
H -6.91898 -4.09150 -3.84564 -0.013 -0.025 -0.009
H -5.44677 -3.15041 -3.58350 -0.013 -0.041 0.059
H -5.61262 -5.89167 -4.93423 0.096 -0.003 -0.087
H -4.97262 -5.59761 -3.32070 0.101 0.072 0.028
H -0.52700 -4.08168 -3.26232 -0.014 0.063 0.052
H -1.00433 -2.54679 -4.02488 -0.057 -0.061 0.069
H 0.13974 -3.64207 -4.84783 -0.060 -0.011 -0.085
C 0.65432 5.77971 7.78080 0.154 -0.124 -0.103
C -0.30924 6.06695 6.65129 -0.146 0.132 0.246
O 0.24675 5.72752 5.36779 0.003 0.028 -0.033
C 0.24980 4.43227 5.07097 0.028 0.015 0.033
O -0.18408 3.54120 5.75546 -0.013 -0.029 0.009
O 0.81917 4.27921 3.87465 -0.023 -0.009 -0.100
C 0.94388 2.91455 3.45743 -0.123 0.136 -0.088
H 1.60630 6.28151 7.60470 -0.029 0.073 0.033
H 0.24018 6.13428 8.72414 -0.014 0.024 -0.002
H 0.84578 4.71142 7.86809 -0.063 -0.013 0.018
H -0.51925 7.13243 6.58843 0.049 0.010 -0.112
H -1.25525 5.54469 6.78842 0.041 -0.103 -0.044
H -0.02130 2.41237 3.50141 0.010 -0.034 0.068
H 1.66306 2.39623 4.07799 -0.028 0.003 0.068
H 1.29793 2.93705 2.43143 0.062 0.084 0.015
```
Positions in Å, forces in eV/Å.

---

(3)
Formula: C15H28N3O5
Source: the Open Molecules 2025 dataset
Level of theory: wB97M-V/def2-TZVPD

As for the LUMO energy: -3.961 eV. The net charge is +1. The value obtained for the gap between HOMO and LUMO is 8.09 eV.

```
51
Properties=species:S:1:pos:R:3:forces:R:3
C -0.08920 -3.12715 -0.56510 1.014 0.667 0.589
O -0.66442 -2.79282 -1.87764 -1.009 -0.535 1.858
C -2.13512 -2.76480 -1.85559 -1.303 0.396 -0.738
C -2.79621 -1.63926 -0.86372 -1.111 -0.059 -0.041
C -3.07479 -0.17654 -1.57706 -0.889 0.352 0.498
C -2.69137 1.11120 -0.58113 0.138 0.549 -0.806
C -1.19252 1.75115 -0.95550 -0.193 -0.843 -0.565
C -0.11891 0.52124 -0.67916 0.043 0.293 -0.229
C 1.45450 0.98171 -0.70976 0.410 0.342 -2.263
N 1.99711 1.37847 -2.07196 -0.136 -1.411 7.228
N 3.32910 1.67021 -1.81523 -0.864 -1.142 5.027
C 4.14890 2.06917 -3.02287 1.341 -0.053 -0.822
C 3.68128 1.49255 -0.35268 -1.013 0.083 -1.713
C 5.19136 1.72244 0.29820 -0.814 -0.230 -0.200
O 5.60434 0.43223 0.88666 -0.421 1.427 -2.085
C 5.83653 -0.59494 -0.14191 0.704 -1.662 -0.365
N 2.45772 1.02493 0.42795 1.165 1.918 -8.194
H -0.56901 -4.06593 -0.04539 0.819 1.810 -1.175
H -0.16642 -2.18325 0.16165 -0.023 -2.115 -1.374
H 1.08435 -3.29196 -0.70932 -2.707 0.156 0.077
H -2.47486 -2.47110 -2.96172 0.949 -0.650 2.366
H -2.62943 -3.83346 -1.66862 1.402 2.160 -0.063
H -2.22212 -1.45787 0.13966 -0.936 -0.608 -1.954
H -3.86926 -2.05901 -0.55255 2.436 0.868 -0.551
H -2.57813 -0.06744 -2.64379 -0.758 -0.212 2.251
H -4.25154 -0.09398 -1.75836 2.642 -0.212 0.311
H -2.74001 0.81228 0.56781 0.107 0.524 -2.509
H -3.49959 1.95414 -0.77391 1.749 -1.693 0.503
H -1.12878 1.97707 -2.12594 -0.261 -0.315 2.649
H -0.95220 2.72978 -0.36028 -0.444 -1.964 -1.012
H -0.26269 -0.22937 -1.59554 0.515 1.385 2.256
H -0.45677 0.00987 0.33370 1.217 0.998 -2.081
H 4.05828 1.24536 -3.87821 -0.063 1.697 2.165
H 3.79108 3.10209 -3.46915 0.664 -2.168 1.262
H 5.27286 2.10385 -2.69235 -2.289 0.115 -0.690
H 5.08602 2.57484 1.10949 0.263 -2.144 -1.390
H 5.95991 2.12634 -0.50884 -1.790 -1.044 1.435
H 6.55072 -0.24873 -1.02013 -1.579 -0.363 1.795
H 6.40501 -1.48896 0.39144 -1.280 2.073 -0.963
H 4.83856 -1.06444 -0.58093 1.906 1.277 0.879
H 2.33115 0.78728 1.43673 0.374 0.322 -1.350
C -3.37620 0.00395 4.71633 0.551 0.180 0.950
C -3.78087 0.95039 3.63306 0.072 1.144 0.007
O -4.15670 0.09098 2.57368 -0.109 -0.799 0.089
C -4.49789 -1.10560 3.13533 -1.303 -2.264 -1.193
O -5.03076 -2.02234 2.53257 1.330 2.203 1.349
O -4.16600 -1.14188 4.45896 -0.342 -0.043 -0.935
H -3.58222 0.40060 5.71427 -0.028 -0.236 -0.141
H -2.31894 -0.27447 4.65509 -0.065 0.011 0.001
H -4.64364 1.56348 3.91424 0.089 -0.067 -0.022
H -2.96220 1.60772 3.32752 -0.175 -0.120 -0.123
```
Positions in Å, forces in eV/Å.

---

(4)
Formula: C15H28N4O3PPd
Source: the Open Molecules 2025 dataset
Level of theory: wB97M-V/def2-TZVPD

As for the LUMO energy: -2.772 eV. The net charge is +1. The value obtained for the gap between HOMO and LUMO is 7.86 eV.

```
52
Properties=species:S:1:pos:R:3:forces:R:3
Pd -0.15548 0.62319 0.46040 0.692 -0.084 -0.191
N -0.80488 -0.01656 -1.71908 -0.261 0.179 0.257
C -1.81903 -1.06207 -1.46799 -0.070 -0.012 -0.150
C -2.46225 -1.65490 -2.73612 0.105 0.015 0.022
C -1.57616 -1.90891 -3.96357 0.034 -0.013 0.030
C -0.49033 -2.97793 -3.80314 -0.011 0.001 0.097
N -0.98466 -4.15260 -3.10355 -0.140 0.041 0.227
C -1.46886 -5.25280 -3.62014 -0.008 0.002 -0.081
N -2.08616 -6.11981 -2.80519 -0.013 -0.026 0.014
N -1.38337 -5.54117 -4.92840 0.001 0.010 0.029
C -1.25810 -2.07655 -0.42880 0.261 0.039 0.019
O -1.35918 -3.30378 -0.64619 -0.173 -0.163 -0.283
O -0.74514 -1.56891 0.59040 -0.135 -0.156 0.093
H -1.18587 0.72154 -2.30072 0.014 0.009 0.032
H 0.01484 -0.38932 -2.18681 0.008 0.029 0.027
H -2.61591 -0.55802 -0.91346 -0.033 -0.036 -0.043
H -3.25081 -0.97021 -3.05736 0.025 0.009 -0.019
H -2.96883 -2.57788 -2.45126 -0.037 0.011 0.025
H -1.08908 -0.98274 -4.28022 -0.002 -0.007 -0.033
H -2.23082 -2.19986 -4.78853 -0.032 0.005 0.017
H 0.34688 -2.60428 -3.21041 -0.021 -0.006 0.030
H -0.06872 -3.24792 -4.77190 0.009 0.024 -0.008
H -1.20653 -3.94755 -2.08845 0.170 0.123 -0.008
H -2.15422 -5.90690 -1.82258 0.007 -0.027 -0.011
H -2.38008 -7.02559 -3.12139 0.004 0.003 0.014
H -0.86138 -4.95029 -5.54824 0.000 -0.008 -0.001
H -1.70758 -6.42096 -5.28623 -0.005 -0.006 0.001
C 4.08435 2.45150 0.77029 0.069 0.059 -0.054
P 3.10989 1.11004 1.44724 -0.137 -0.212 -0.232
C 4.27025 -0.07006 2.12972 0.070 -0.036 0.071
C 2.20903 1.79422 2.84063 -0.129 -0.014 0.091
O 2.20963 0.48254 0.41272 -0.036 0.247 0.201
H 4.67526 2.94245 1.54349 0.007 0.000 0.005
H 3.41578 3.17885 0.31003 0.003 0.009 0.008
H 4.75174 2.05498 0.00519 -0.001 0.019 -0.010
H 4.96456 0.42003 2.81271 0.007 -0.023 0.014
H 4.83016 -0.53253 1.31761 -0.003 0.003 -0.012
H 3.72321 -0.84635 2.66436 0.000 -0.006 -0.006
H 2.88510 2.08168 3.64607 0.011 0.027 -0.008
H 1.51721 1.03705 3.21763 0.035 0.018 0.000
H 1.63541 2.66867 2.52834 -0.003 -0.018 -0.025
C -2.80549 4.12273 1.85688 0.030 -0.033 -0.005
C -2.03302 4.31613 0.71942 0.029 -0.012 -0.020
C -1.27755 3.27044 0.19202 -0.106 0.151 0.052
C -1.31569 2.05601 0.84725 -0.087 -0.351 -0.238
C -2.09566 1.82241 1.96618 -0.138 0.186 0.110
C -2.83721 2.88108 2.48128 0.019 -0.002 -0.023
H -3.39102 4.94015 2.25464 -0.008 0.006 0.001
H -2.01374 5.28252 0.23247 -0.012 0.014 0.014
H -0.67151 3.41787 -0.69410 -0.001 -0.023 0.002
H -2.12859 0.84156 2.43298 -0.003 0.018 -0.048
H -3.44976 2.72725 3.36000 -0.002 0.015 0.006
```
Positions in Å, forces in eV/Å.